Record 1
{
  "formula": "C13H46B2F3O9S",
  "method": "ωB97M-V/def2-TZVPD",
  "symbols": ["O", "H", "H", "H", "O", "H", "H", "H", "B", "H", "H", "H", "H", "B", "H", "H", "H", "H", "C", "F", "F", "F", "S", "O", "O", "O", "C", "C", "C", "O", "H", "H", "H", "H", "H", "H", "H", "H", "C", "C", "C", "O", "H", "H", "H", "H", "H", "H", "H", "H", "C", "C", "C", "O", "H", "H", "H", "H", "H", "H", "H", "H", "C", "C", "C", "O", "H", "H", "H", "H", "H", "H", "H", "H"],
  "xyz": [[-4.80066, -0.35994, 20.04352], [-5.50860, -0.41278, 19.39728], [-5.05478, -0.83430, 20.83851], [-4.50661, 0.54153, 20.19350], [-4.58324, -0.68991, 24.13970], [-4.76229, -1.20576, 23.35011], [-4.16509, 0.14567, 23.91934], [-5.37519, -0.56446, 24.66760], [-5.33340, -2.23502, 22.12619], [-4.26519, -2.22144, 21.97461], [-5.75316, -2.92830, 21.41387], [-5.44019, -2.58447, 23.14143], [-5.74916, -1.24080, 22.07225], [-3.73461, 1.71368, 23.28492], [-2.98384, 0.94810, 23.40526], [-4.40030, 1.30897, 22.53838], [-4.36920, 1.87008, 24.14346], [-3.28154, 2.65435, 23.01272], [-9.26586, 1.14059, 24.38219], [-9.17326, 2.33202, 24.95668], [-9.50863, 0.27084, 25.35974], [-10.33529, 1.08685, 23.50577], [-7.60515, 0.64602, 23.61619], [-7.99085, -0.20403, 22.49468], [-6.90522, 1.85154, 23.19181], [-6.93467, 0.01460, 24.74160], [-5.15679, -0.90328, 28.43169], [-6.12623, 0.26174, 28.60491], [-7.59384, -0.15749, 28.67021], [-5.75296, 0.86347, 29.78068], [-4.14506, -0.52793, 28.58536], [-5.32350, -1.12272, 27.37710], [-5.39268, -1.79003, 29.02001], [-5.87236, 0.98470, 27.82968], [-7.95271, -0.79891, 27.86529], [-8.15484, 0.77206, 28.57370], [-7.79879, -0.60836, 29.64120], [-5.83863, 0.15385, 30.42154], [-9.34938, -4.66190, 25.49512], [-8.25565, -3.64710, 25.05450], [-7.90887, -2.84514, 26.23764], [-7.07291, -4.47713, 24.74939], [-9.55368, -5.30866, 24.64185], [-10.21552, -4.07076, 25.79255], [-8.96022, -5.24530, 26.32956], [-8.59696, -3.06436, 24.19892], [-7.48012, -3.45558, 27.03239], [-8.74480, -2.25429, 26.61210], [-7.16254, -2.12550, 25.90118], [-6.67987, -4.72194, 25.59034], [-2.64478, 3.71052, 27.99294], [-2.18582, 3.10852, 26.65191], [-2.17909, 1.57001, 26.58269], [-2.88846, 3.65429, 25.56377], [-3.13288, 2.94547, 28.59673], [-3.32208, 4.56405, 27.96403], [-1.70944, 3.98459, 28.48090], [-1.18647, 3.52702, 26.53246], [-1.32760, 1.14818, 27.11666], [-1.99009, 1.22879, 25.56488], [-3.17938, 1.14410, 26.66098], [-3.27094, 2.98112, 24.99619], [0.44194, -0.40469, 21.20170], [-0.82876, -1.26178, 21.53465], [-0.89107, -1.55523, 22.99066], [-1.94343, -0.43198, 21.27851], [0.51910, 0.58320, 21.65581], [0.58257, -0.25603, 20.13108], [1.30279, -0.97879, 21.54442], [-0.83068, -2.20731, 20.99238], [-0.06665, -2.26523, 23.05643], [-1.78371, -2.15703, 23.16137], [-0.81534, -0.64214, 23.58111], [-2.05799, 0.03735, 22.10809]],
  "forces_ev_per_angstrom": [[0.8926, 0.7128, -2.8459], [-0.4443, 0.0976, -0.2039], [-0.7021, -1.7285, 3.2842], [0.2728, 0.7217, 0.6619], [1.7733, -1.1739, 2.2340], [-0.5459, -1.1442, -1.1691], [0.7493, 1.8598, -0.3182], [-1.6539, 0.5234, 0.1759], [0.0922, -0.7646, -0.8617], [4.2880, 0.2501, -0.8125], [-1.7894, -2.4100, -2.6127], [-0.9348, -1.4230, 3.4867], [-1.8083, 3.8029, -0.5503], [0.3049, 0.6831, -0.5806], [3.3447, -2.8066, 0.9422], [-2.6037, -1.2233, -3.3275], [-2.1635, 0.3105, 3.4660], [1.7552, 3.2939, -1.2218], [0.3675, -0.6371, -0.6691], [-0.4574, 0.4458, -0.3491], [-0.6376, -0.4407, 0.2697], [1.3605, 0.4567, 1.0725], [0.4961, 1.2326, -2.5328], [-0.1413, 0.0833, 1.1685], [-1.2571, -0.4224, 0.5098], [-0.4122, -0.6646, 0.8155], [-0.7163, 0.3264, -1.6010], [0.6210, -1.5247, -0.6091], [0.0200, 0.9108, -0.6629], [-0.0617, 1.4039, 2.1350], [-0.0040, -0.2809, 0.0133], [0.5806, -0.7793, -0.1724], [0.0159, 0.0819, 0.2086], [-0.5595, 0.0012, -0.2542], [0.3775, -0.0464, 0.0738], [-0.3380, -0.0561, 0.2795], [-0.0275, -0.1100, 0.0200], [0.1324, 0.2161, 0.5637], [0.4568, 0.9283, -0.9985], [0.0389, -3.1621, 1.0509], [0.6296, 1.8552, 0.0238], [-0.8205, 0.8699, -0.9259], [-0.3081, -0.1283, 0.1990], [-0.3118, -0.3663, 0.0483], [-0.1450, -0.0179, 0.0322], [0.5737, -0.1010, -0.1413], [-0.1556, -0.0959, 0.1315], [-0.1051, -0.1613, 0.0653], [0.1470, 0.1627, 0.3548], [-0.0407, 0.0883, 0.0919], [0.2046, -0.9035, 0.2950], [-0.1813, 0.2562, -0.5709], [0.4223, 0.5293, -1.0886], [-0.4620, 0.7076, 0.2329], [-0.0927, -0.0153, 0.1651], [0.2201, 0.0094, -0.5140], [-0.2402, 0.2238, 0.5111], [0.5395, -0.5455, -0.1071], [-0.6243, -0.2721, 0.7586], [0.4176, 0.5410, -0.4353], [0.0165, -0.0683, 1.1927], [-0.1587, -0.3039, -0.2878], [0.2709, -1.3688, -0.2445], [0.6434, 2.7042, 0.0943], [0.6963, -1.7292, -0.3814], [-0.6666, -0.2895, -1.2628], [-0.5973, -0.1289, 0.3230], [-0.2431, -0.0826, -0.1140], [0.3284, 0.0190, -0.0022], [-0.2901, 0.2464, -0.4684], [0.3837, 0.1680, 1.2507], [-0.2206, 0.3991, 0.3902], [0.0905, -0.3088, 0.2581], [-0.6022, 0.5627, 0.0471]],
  "mulliken_charge": [-0.29, 0.48, 0.37, 0.43, 0.17, 0.30, 0.78, 0.32, 0.49, -0.31, -0.21, -0.26, -0.60, 1.04, -1.07, -0.55, -0.24, -0.14, 0.43, -0.23, -0.19, -0.25, 1.17, -0.77, -0.70, -0.91, -0.99, 0.57, -0.97, -0.61, 0.37, -0.01, 0.41, 0.22, -0.07, 0.32, 0.43, 0.38, -1.45, 0.44, -1.09, -0.58, 0.37, 0.36, 0.30, 0.37, 0.37, 0.36, 0.10, 0.33, -1.22, 0.74, -1.15, -0.71, 0.23, 0.30, 0.33, 0.16, 0.50, 0.14, 0.20, 0.05, -1.34, 0.41, -1.41, -0.42, 0.28, 0.34, 0.42, 0.42, 0.46, 0.28, 0.35, 0.39],
  "spin_multiplicity": 1,
  "e_homo_ev": -6.6,
  "fmax_ev_per_a": 4.5,
  "charge": -1
}

Record 2
{
  "formula": "C46H61N3P3SSiZn",
  "method": "ωB97M-V/def2-TZVPD",
  "symbols": ["Zn", "C", "C", "C", "P", "C", "C", "C", "C", "C", "C", "C", "C", "C", "Si", "C", "C", "C", "C", "C", "C", "P", "C", "C", "C", "C", "C", "C", "C", "C", "C", "C", "C", "C", "P", "C", "C", "C", "C", "C", "C", "H", "H", "H", "H", "H", "H", "H", "H", "H", "H", "H", "H", "H", "H", "H", "H", "H", "H", "H", "H", "H", "H", "H", "H", "H", "H", "H", "H", "H", "H", "H", "H", "H", "H", "H", "H", "H", "H", "H", "H", "H", "H", "H", "H", "H", "H", "H", "H", "H", "H", "H", "H", "H", "H", "N", "C", "C", "C", "C", "C", "C", "N", "C", "C", "C", "S", "C", "N", "H", "H", "H", "H", "H", "H", "H"],
  "xyz": [[-0.38814, -0.92119, 0.12991], [1.02129, -1.07200, 4.60770], [0.48829, 0.17074, 3.89887], [0.19415, 1.28369, 4.90017], [-0.91049, -0.22804, 2.73867], [-2.24773, -0.95451, 3.81928], [-3.69618, -0.76525, 3.32475], [-1.95968, -2.45686, 3.93685], [-1.44726, 1.45470, 2.23705], [-2.41370, 2.15543, 2.96282], [-2.86451, 3.39726, 2.54381], [-2.33894, 3.96412, 1.38979], [-1.34318, 3.29862, 0.69042], [-0.86684, 2.04708, 1.09388], [0.54192, 1.17984, 0.14357], [0.61111, 1.87660, -1.61628], [1.20835, 3.12992, -1.78321], [1.26077, 3.76213, -3.01514], [0.69717, 3.14627, -4.12223], [0.10887, 1.89919, -3.98361], [0.06993, 1.24094, -2.75077], [-0.73369, -0.41140, -2.63067], [0.19080, -1.53399, -3.79797], [0.64814, -1.02090, -5.16143], [1.40578, -2.08153, -3.05139], [-2.45254, -0.16962, -3.34141], [-2.98777, 1.23042, -3.03263], [-2.68695, -0.50681, -4.81227], [2.11623, 1.74182, 1.03661], [2.05157, 2.76416, 1.99265], [3.19353, 3.23539, 2.62461], [4.43232, 2.69627, 2.29985], [4.51167, 1.68501, 1.35505], [3.36496, 1.19669, 0.72755], [3.38575, -0.14650, -0.51962], [4.85359, 0.29630, -1.55150], [5.21139, -0.87609, -2.46535], [4.49969, 1.53243, -2.37431], [3.92522, -1.62030, 0.47730], [5.34865, -1.66557, 1.01458], [2.90091, -1.80229, 1.60645], [1.97275, -0.84069, 5.09089], [1.18618, -1.90628, 3.92097], [0.33374, -1.40117, 5.39106], [1.26423, 0.52802, 3.21461], [-0.62018, 1.01258, 5.57838], [-0.07124, 2.21740, 4.40612], [1.07833, 1.46814, 5.51507], [-2.14029, -0.51207, 4.81449], [-3.80074, -0.02347, 2.53617], [-4.34958, -0.46205, 4.14394], [-4.08736, -1.70772, 2.93327], [-2.05458, -2.93108, 2.95434], [-2.68669, -2.92385, 4.60557], [-0.96196, -2.67596, 4.31757], [-2.82051, 1.73141, 3.87220], [-3.61954, 3.92017, 3.11761], [-2.68853, 4.93077, 1.04820], [-0.91915, 3.76879, -0.19209], [1.64535, 3.62463, -0.92156], [1.73042, 4.73345, -3.10869], [0.70979, 3.63469, -5.08845], [-0.34278, 1.43823, -4.85161], [-0.51868, -2.35711, -3.94985], [1.41270, -0.25146, -5.04540], [-0.15867, -0.61468, -5.76657], [1.09718, -1.84564, -5.72019], [2.08394, -1.27292, -2.77331], [1.95588, -2.78917, -3.67838], [1.12382, -2.58814, -2.12499], [-3.04516, -0.87648, -2.74949], [-2.58734, 1.96322, -3.73362], [-2.72389, 1.56609, -2.02805], [-4.07684, 1.23706, -3.11658], [-2.23105, 0.23667, -5.46866], [-3.76065, -0.49500, -5.01551], [-2.30907, -1.49062, -5.09315], [1.09510, 3.20802, 2.24533], [3.11628, 4.02895, 3.35746], [5.33304, 3.06371, 2.77495], [5.48713, 1.28970, 1.09506], [5.71494, 0.51466, -0.91217], [4.40550, -1.07348, -3.17678], [5.40104, -1.79746, -1.90813], [6.11060, -0.64525, -3.04044], [3.60794, 1.34443, -2.98557], [5.32167, 1.79067, -3.04621], [4.29100, 2.39615, -1.74151], [3.80510, -2.45559, -0.22598], [5.52547, -0.87134, 1.74233], [6.09245, -1.57813, 0.22002], [5.52380, -2.61452, 1.52890], [3.05383, -1.05606, 2.38872], [2.99200, -2.79190, 2.06461], [1.87108, -1.67818, 1.24466], [-4.09455, -2.88299, -0.16067], [-4.77824, -1.67854, -0.16548], [-6.12990, -1.37388, -0.28495], [-6.46243, -0.03645, -0.21981], [-5.48867, 0.96023, -0.04088], [-4.14979, 0.65348, 0.07259], [-3.79783, -0.69480, 0.00282], [-2.55733, -1.30506, 0.10930], [-2.78083, -2.59334, 0.00833], [-1.68176, -3.54521, 0.07904], [-1.68246, -4.90518, 0.08910], [-0.08147, -5.48741, 0.23015], [0.49929, -3.89398, 0.26327], [-0.43016, -2.98522, 0.17594], [-4.49725, -3.79721, -0.26441], [-6.88465, -2.13922, -0.41322], [-7.50187, 0.25355, -0.30269], [-5.80196, 1.99491, 0.01143], [-3.39981, 1.41876, 0.22433], [-2.52156, -5.57978, 0.03337], [1.55098, -3.65494, 0.35043]],
  "forces_ev_per_angstrom": [[-0.3745, 0.1458, -0.0517], [0.0147, -0.0387, 0.0615], [-0.0382, -0.0114, -0.0079], [-0.0006, -0.0183, 0.0355], [-0.0756, -0.1132, 0.0021], [0.0918, 0.0549, 0.1200], [0.0571, 0.0627, -0.0495], [0.0503, -0.0733, 0.0568], [0.0010, -0.0055, 0.0495], [-0.0327, -0.0102, -0.0257], [0.0105, -0.0100, -0.0138], [-0.0224, 0.0001, 0.0191], [-0.0162, 0.0727, -0.0396], [-0.0126, 0.0357, -0.0965], [0.0280, -0.0194, -0.0569], [-0.0357, 0.0487, 0.0405], [0.0152, 0.0401, -0.0332], [0.0048, 0.0051, 0.0061], [-0.0121, -0.0169, -0.0071], [0.0190, 0.0135, 0.0019], [-0.0411, -0.0180, -0.1023], [0.0940, 0.1088, 0.0357], [-0.0527, -0.0255, 0.0242], [-0.0173, 0.0438, 0.0030], [0.0748, -0.0914, 0.0773], [-0.0035, -0.0057, 0.0088], [0.0279, 0.0053, 0.0664], [0.0434, 0.0212, -0.0462], [-0.2537, 0.2430, 0.1287], [0.0769, 0.0123, -0.0120], [0.0153, -0.0553, -0.0458], [-0.0671, 0.0037, 0.0210], [0.0841, 0.0190, -0.0370], [0.2070, -0.1159, -0.0519], [0.0469, 0.1406, -0.0704], [0.0415, -0.1695, 0.0223], [0.0206, -0.0511, -0.0079], [-0.0354, 0.0235, -0.0798], [-0.1616, -0.1207, 0.0564], [0.0689, 0.0409, 0.0673], [0.0530, -0.0443, -0.0760], [-0.0006, -0.0016, -0.0040], [-0.0062, 0.0392, 0.0213], [0.0552, 0.0117, -0.0203], [-0.0031, -0.0134, -0.0168], [0.0153, 0.0045, -0.0238], [0.0045, -0.0056, 0.0129], [-0.0028, -0.0032, -0.0078], [-0.0534, 0.0205, -0.0223], [0.0202, 0.0341, 0.0881], [0.0101, -0.0263, 0.0016], [0.0226, 0.0134, -0.0226], [0.0012, 0.0136, 0.0178], [0.0136, -0.0026, -0.0101], [-0.1033, -0.0069, -0.0382], [-0.0334, -0.0317, -0.0038], [0.0127, -0.0060, -0.0096], [-0.0010, -0.0120, 0.0088], [-0.0323, -0.0305, 0.0376], [0.0179, 0.0021, -0.0036], [-0.0050, -0.0075, -0.0045], [0.0078, -0.0101, 0.0063], [0.0261, -0.0091, -0.0157], [-0.0093, 0.0037, -0.0051], [-0.0095, 0.0158, 0.0014], [-0.0174, 0.0035, -0.0039], [-0.0055, 0.0053, 0.0077], [-0.0169, 0.0087, -0.0281], [-0.0346, 0.0202, 0.0190], [-0.0100, -0.0018, -0.0354], [0.0133, -0.0415, 0.0130], [0.0146, -0.0078, 0.0019], [-0.0069, -0.0083, -0.0115], [0.0172, 0.0058, 0.0002], [0.0090, -0.0232, 0.0049], [0.0107, 0.0008, 0.0020], [-0.0105, 0.0194, 0.0186], [0.0007, -0.0147, -0.0091], [0.0195, -0.0036, -0.0039], [-0.0117, 0.0095, 0.0025], [-0.0529, -0.0001, 0.0178], [-0.0384, 0.0162, -0.0160], [0.0047, -0.0013, 0.0123], [0.0039, 0.0584, -0.0627], [-0.0229, -0.0057, -0.0095], [0.0871, 0.0315, 0.0595], [-0.0148, 0.0138, 0.0187], [0.0015, 0.0065, 0.0043], [-0.0097, 0.0117, -0.0123], [-0.0233, -0.0038, -0.0275], [-0.0337, 0.0162, 0.0669], [0.0133, 0.0022, -0.0186], [0.0076, -0.0059, -0.0102], [0.0394, 0.0261, 0.0456], [0.1526, 0.0415, 0.1015], [0.0680, -0.0238, 0.0238], [0.0052, 0.0708, -0.0014], [-0.0478, -0.0027, 0.0090], [-0.0508, -0.0291, 0.0011], [0.0471, 0.0570, 0.0020], [-0.0257, -0.0305, -0.0056], [-0.0203, 0.0409, -0.0648], [0.0588, -0.1961, -0.0554], [-0.1296, 0.1090, -0.0074], [0.0392, -0.1479, 0.0018], [-0.0328, 0.0335, 0.0101], [-0.0689, 0.0096, -0.0158], [0.0233, -0.0151, -0.0066], [0.2016, -0.0961, -0.0017], [-0.0151, -0.0386, -0.0039], [0.0279, 0.0183, -0.0005], [0.0233, -0.0109, -0.0011], [0.0107, -0.0159, 0.0011], [0.0183, 0.0188, 0.0079], [0.0264, 0.0078, 0.0081], [-0.0861, -0.0578, -0.0289]],
  "mulliken_charge": [2.24, -2.00, 2.66, -1.64, -0.71, 0.19, -1.56, -1.60, 0.09, 0.23, -1.03, -0.75, -0.06, 0.09, -1.10, -0.09, -0.04, -0.96, -1.13, -0.41, 0.47, 0.20, 0.57, -1.83, -1.26, 1.11, -1.73, -1.73, 0.85, 0.06, -0.95, -1.02, -0.49, -0.20, 0.84, 0.73, -1.52, -1.46, 0.39, -1.75, -1.84, 0.46, 0.33, 0.48, -1.17, 0.25, 0.34, 0.49, 0.89, 0.22, 0.30, 0.47, 0.21, 0.48, 0.30, 0.38, 0.42, 0.48, 0.28, 0.48, 0.46, 0.45, 0.39, 0.76, 0.27, 0.29, 0.52, 0.00, 0.69, -0.15, 0.06, 0.46, 0.10, 0.48, 0.29, 0.48, 0.37, 0.53, 0.47, 0.45, 0.39, 0.59, 0.29, 0.32, 0.46, 0.08, 0.51, 0.29, 0.65, 0.26, 0.39, 0.50, 0.48, 0.80, -0.21, 0.02, 1.01, -1.12, -0.93, -1.25, 0.42, -0.63, 1.84, -0.79, -0.90, -0.28, -0.17, -0.27, 0.90, 0.22, 0.49, 0.45, 0.49, -0.05, 0.45, -0.02],
  "spin_multiplicity": 1,
  "e_homo_ev": -9.0,
  "fmax_ev_per_a": 0.4,
  "charge": 1
}

Record 3
{
  "formula": "C4H7NS",
  "method": "ωB97M-V/def2-TZVPD",
  "symbols": ["C", "C", "C", "C", "N", "S", "H", "H", "H", "H", "H", "H", "H"],
  "xyz": [[1.34287, -2.32585, 0.25066], [0.90390, -1.11599, 0.09756], [0.51540, 0.14803, 0.04383], [-0.46703, 0.91410, -0.71585], [-1.32742, 1.57541, 0.24888], [-3.00846, 1.91571, -0.56464], [0.93301, -3.01963, 0.97438], [2.22800, -2.69845, -0.31567], [1.02793, 0.94234, 0.78361], [-0.21159, 1.69025, -1.39350], [-1.07487, 0.35186, -1.31095], [-1.57495, 0.78758, 0.87741], [-0.84083, 2.39819, 0.62293]],
  "forces_ev_per_angstrom": [[1.0582, -0.5774, -0.4203], [-0.7117, 1.6258, -0.0892], [3.0513, 1.0875, 2.0179], [0.2200, 0.4223, 0.0437], [-2.1074, -0.9188, -0.2827], [0.8456, 0.3393, 0.5623], [-0.2332, 0.0980, -0.0660], [-0.8129, 0.4433, 0.3902], [-0.5578, -2.2487, -1.2665], [1.4038, 0.6792, -0.5201], [-1.7556, -1.9562, -1.3415], [0.2863, 1.5606, 0.5013], [-0.6868, -0.5548, 0.4708]],
  "mulliken_charge": [-0.69, 0.25, -0.16, -0.72, -0.41, -0.42, 0.25, 0.22, 0.16, 0.40, 0.44, 0.37, 0.31],
  "spin_multiplicity": 1,
  "e_homo_ev": -7.9,
  "fmax_ev_per_a": 3.8,
  "smiles": "C=C=CC[NH2+][S-]"
}